# C31H36ClF3FeNPSSe2Si

A structure of composition C31H36ClF3FeNPSSe2Si in a non-equilibrium geometry (ωB97M-V/def2-TZVPD, OMol25).

Last column: Mulliken charge in e.
Positions of all 78 atoms, in Å:
Se: -3.29 2.36 -1.06  0.25
Se: -1.00 0.69 -3.25  0.33
Fe: -1.61 0.35 -0.75  0.57
Cl: -2.18 -3.06 -2.60  -0.06
S: 0.23 2.03 -0.44  -0.69
P: 0.01 -1.55 -0.58  2.05
Si: 1.88 3.12 2.58  0.13
F: -4.18 -0.17 0.36  -0.25
F: -4.06 -0.68 -1.74  -0.24
F: -3.24 -2.01 -0.22  -0.18
N: -1.38 0.85 1.19  0.50
C: 0.27 2.14 2.38  -0.01
C: -0.31 1.68 1.18  0.99
C: 1.80 -3.02 -2.25  -0.80
C: 4.27 -0.33 0.73  -0.76
C: -1.97 0.51 2.33  -0.67
C: 0.46 -2.67 -2.00  -0.19
C: -0.37 1.76 3.56  -0.21
C: 2.18 -3.81 -3.33  -0.83
C: -3.15 2.60 -2.99  -0.75
C: -1.40 -4.88 1.39  -0.76
C: 2.36 -0.09 -0.70  -0.65
C: 1.68 -1.07 0.02  0.39
C: 2.64 3.81 1.02  -0.80
C: -0.68 -2.27 2.00  -0.59
C: -3.30 -0.69 -0.59  -0.31
C: 3.65 0.28 -0.35  -0.63
C: 3.60 -1.31 1.45  -0.76
C: 1.51 4.54 3.74  -1.18
C: -1.51 0.96 3.54  -1.34
C: -0.90 -4.05 0.40  -0.79
C: -0.48 -3.23 -2.87  0.63
C: 2.31 -1.68 1.09  -0.26
C: -0.54 -2.74 0.69  0.26
C: -2.48 4.05 -0.54  -1.06
C: -1.73 2.47 -3.50  -0.81
C: 3.10 1.94 3.38  -0.68
C: -2.10 -0.16 -4.61  -1.07
C: 1.22 -4.29 -4.20  -0.60
C: -0.11 -4.01 -3.96  -0.62
C: -1.18 -3.10 2.99  -0.91
C: -1.54 -4.41 2.69  -0.71
H: -0.40 -1.26 2.24  0.94
H: -3.58 3.57 -3.24  0.52
H: 2.57 -2.66 -1.60  0.43
H: 5.28 -0.04 1.02  0.32
H: -3.10 4.86 -0.92  0.43
H: -1.93 -5.06 3.46  0.38
H: -2.48 4.07 0.54  0.29
H: 3.35 1.14 2.69  -0.05
H: -0.79 -4.44 -0.61  0.35
H: -2.03 0.42 -5.53  0.41
H: -1.69 2.67 -4.58  0.56
H: -3.12 -0.25 -4.27  0.27
H: 1.18 4.20 4.72  0.33
H: 0.02 2.09 4.51  0.29
H: -1.69 -1.15 -4.78  0.30
H: -1.28 -2.73 4.00  0.45
H: -1.68 -5.90 1.15  0.41
H: 3.22 -4.03 -3.47  0.42
H: -2.82 -0.16 2.25  0.54
H: 1.82 -2.46 1.65  0.51
H: -1.05 3.15 -3.00  0.29
H: 2.68 1.49 4.28  0.35
H: 1.88 0.39 -1.55  0.67
H: -0.89 -4.41 -4.60  0.50
H: 1.50 -4.90 -5.05  0.40
H: 4.17 1.04 -0.92  0.43
H: 3.52 4.39 1.30  0.37
H: 2.95 3.01 0.35  0.15
H: 4.02 2.46 3.65  0.39
H: 2.40 5.15 3.88  0.31
H: 4.08 -1.79 2.29  0.41
H: -2.02 0.67 4.46  0.49
H: 1.95 4.45 0.47  0.29
H: -3.79 1.83 -3.41  0.31
H: 0.73 5.19 3.33  0.33
H: -1.46 4.12 -0.90  0.27

Results
- Gap between HOMO and LUMO (alpha / beta): 0.284 / 0.284 hartree
- Energy above the lowest of the compared OMol25 structures with the same formula, charge and spin: 0.00 kJ/mol
- F_max: 1.048 eV/Å


# C31H36FN8RuSi

A structure of composition C31H36FN8RuSi in a non-equilibrium geometry (ωB97M-V/def2-TZVPD, OMol25).

Last column: Löwdin spin population.
Positions of all 78 atoms, in Å:
Ru: -0.56 0.21 0.16  2.43
Si: -2.66 2.60 -0.27  0.04
F: -0.16 -0.56 -2.21  0.08
N: -2.09 -1.79 2.28  0.05
N: 2.32 -0.36 1.76  0.05
N: 0.50 2.65 1.97  0.04
N: 0.01 -0.84 1.71  0.13
N: 1.47 0.75 -0.18  0.03
N: -2.28 -1.04 0.02  0.04
N: 1.87 4.54 3.71  0.00
N: -1.45 1.56 -1.09  0.39
C: -0.57 -2.65 4.85  0.00
C: -0.75 0.36 -3.05  0.12
C: 2.48 0.20 0.55  0.01
C: -0.87 -1.50 2.54  0.00
C: 0.75 3.70 4.22  0.00
C: 2.13 -1.79 4.55  0.00
C: -3.94 -2.45 1.05  0.01
C: -2.77 1.84 1.50  0.04
C: 1.79 1.36 -1.32  0.01
C: 1.25 -0.82 2.30  0.01
C: 1.67 4.84 2.26  0.00
C: 0.66 2.41 3.39  0.00
C: -2.75 -1.71 1.11  0.01
C: -1.90 2.24 -4.69  0.00
C: -0.72 0.16 -4.41  -0.01
C: -4.34 2.41 -1.13  0.01
C: 0.40 -2.95 5.80  0.00
C: 1.56 3.52 1.48  0.00
C: -0.17 -1.91 3.75  0.00
C: -1.96 2.42 -3.32  0.11
C: 3.06 1.39 -1.85  0.02
C: -1.95 4.38 -0.20  0.01
C: 3.81 0.22 0.07  0.02
C: 1.17 -1.49 3.60  0.00
C: -1.31 1.11 -5.24  0.18
C: 1.71 -2.53 5.66  0.00
C: -4.60 -2.60 -0.15  0.01
C: -2.94 -1.20 -1.13  0.01
C: -1.39 1.47 -2.43  0.08
C: 4.10 0.78 -1.15  0.01
C: -4.07 -1.98 -1.28  0.02
H: -4.28 -2.92 1.96  0.00
H: -5.14 2.24 -0.40  0.00
H: -4.36 1.58 -1.83  0.00
H: 2.51 5.44 1.89  0.00
H: -0.18 4.28 4.12  0.00
H: 5.10 0.76 -1.54  0.00
H: -2.54 -0.70 -2.00  0.00
H: -1.87 1.30 1.83  0.01
H: -0.25 -0.73 -4.81  0.00
H: 0.12 -3.54 6.67  0.00
H: -2.48 5.01 -0.90  0.00
H: -4.61 3.31 -1.68  0.00
H: -3.61 1.15 1.56  0.00
H: 3.25 1.88 -2.80  0.00
H: -4.52 -2.09 -2.25  0.00
H: 0.99 1.87 -1.85  0.00
H: -2.09 4.83 0.78  0.00
H: 4.56 -0.23 0.69  0.00
H: 1.57 1.82 3.53  0.00
H: 2.51 2.97 1.57  0.00
H: 2.44 -2.79 6.41  0.00
H: 0.91 3.47 5.27  0.00
H: 1.40 3.74 0.43  0.00
H: 3.15 -1.49 4.43  0.00
H: -5.50 -3.19 -0.22  0.00
H: -1.59 -2.98 4.95  0.00
H: -0.18 1.82 3.76  0.00
H: -2.34 2.98 -5.33  0.00
H: 2.76 4.05 3.84  0.00
H: 1.93 5.42 4.24  0.00
H: -0.40 3.08 1.78  0.00
H: 0.75 5.42 2.16  0.00
H: -2.97 2.62 2.23  0.00
H: -1.30 0.97 -6.31  0.01
H: -2.42 3.30 -2.91  0.00
H: -0.89 4.43 -0.46  0.00

Results
- Expectation value of S²: 6.050
- 2S+1: 5
- Gap between HOMO and LUMO (alpha / beta): 0.273 / 0.189 hartree
- Energy above the lowest of the compared OMol25 structures with the same formula, charge and spin: 49.26 kJ/mol
- Charge: +3
- F_max: 1.609 eV/Å


# C31H36MoN5O3S

A structure of composition C31H36MoN5O3S in a non-equilibrium geometry (ωB97M-V/def2-TZVPD, OMol25).

Last column: Mulliken charge in e.
Positions of all 77 atoms, in Å:
Mo: -0.43 0.69 -1.79  1.52
S: 0.53 -2.52 -1.27  -0.40
O: -1.64 6.04 -1.12  -0.62
O: -1.76 -0.47 -1.43  -0.43
O: 0.12 2.41 -2.41  -0.80
N: 5.66 5.90 0.33  -0.46
N: -2.06 2.03 -1.45  -0.07
N: 1.59 -2.32 1.12  0.00
N: -1.77 3.40 -1.63  -1.27
N: -0.77 -2.49 1.03  0.20
C: -2.89 -4.70 2.37  -0.88
C: 2.66 2.13 0.56  -0.32
C: -3.66 -1.90 -1.36  -0.69
C: 1.11 4.88 -3.28  -0.39
C: 1.22 7.25 -2.96  -0.37
C: -3.27 1.80 -1.09  -0.05
C: -5.03 -2.03 -1.14  -0.39
C: 0.44 -2.45 0.45  0.67
C: -0.60 3.53 -2.16  1.23
C: -0.02 4.82 -2.45  0.46
C: 3.27 -4.43 2.90  -0.64
C: 3.05 2.43 -1.79  -0.20
C: -3.25 -4.63 0.89  -0.50
C: 1.47 0.63 -1.01  -1.41
C: -1.46 -4.26 2.68  -0.59
C: 2.04 -3.60 3.26  0.08
C: 1.73 6.08 -3.54  -0.97
C: 3.49 3.19 0.85  -0.88
C: -3.11 -0.64 -1.27  0.55
C: 4.98 5.00 0.10  -0.10
C: 3.34 -4.94 1.46  -1.02
C: 3.91 3.49 -1.51  -0.83
C: 4.12 3.88 -0.19  0.47
C: -5.81 -0.92 -0.84  -0.83
C: -1.18 -2.77 2.41  -0.42
C: -3.87 0.48 -1.00  0.19
C: 2.41 1.75 -0.76  0.71
C: 1.93 -2.25 2.55  -1.36
C: -5.23 0.34 -0.78  -0.69
C: -0.55 6.00 -1.90  0.34
C: 0.10 7.21 -2.15  -0.66
H: 2.37 -2.51 0.51  0.21
H: 2.06 -3.40 4.33  0.38
H: -0.43 -2.40 3.10  0.06
H: 4.17 -3.85 3.13  0.32
H: 3.29 -5.29 3.57  0.37
H: 4.05 -5.76 1.37  0.37
H: -1.49 -2.61 0.34  -0.56
H: -4.22 -5.09 0.70  0.43
H: -3.03 -2.74 -1.60  0.69
H: 2.59 6.13 -4.19  0.47
H: 2.90 2.13 -2.81  0.50
H: -2.05 5.16 -1.09  0.44
H: -2.51 -5.15 0.27  0.36
H: -2.08 -2.19 2.59  0.49
H: 3.68 3.49 1.87  0.48
H: 2.89 -1.74 2.60  0.58
H: 3.67 -4.17 0.75  0.30
H: 1.49 0.28 -2.13  0.67
H: -0.76 -4.86 2.09  0.35
H: -3.01 -5.73 2.72  0.36
H: -3.59 -4.09 2.95  0.38
H: 1.68 -0.24 -0.39  0.52
H: 2.17 1.59 1.37  0.51
H: -5.48 -3.00 -1.21  0.43
H: -5.84 1.22 -0.57  0.42
H: -6.87 -1.04 -0.66  0.43
H: -0.31 8.11 -1.70  0.46
H: -3.32 -3.60 0.54  -0.33
H: -1.25 -4.46 3.74  0.42
H: 2.36 -5.30 1.11  0.21
H: 1.14 -4.18 3.06  -0.14
H: 4.41 4.02 -2.31  0.50
H: 1.22 -1.61 3.06  0.45
H: 1.49 3.97 -3.71  0.50
H: 1.70 8.20 -3.14  0.41
H: -3.89 2.67 -0.90  0.42

Results
- Gap between HOMO and LUMO (alpha / beta): 0.244 / 0.239 hartree
- Charge: +1
- F_max: 1.473 eV/Å


# C31H36N3O9TeV

A structure of composition C31H36N3O9TeV in a non-equilibrium geometry (ωB97M-V/def2-TZVPD, OMol25).

Last column: Löwdin spin population.
Positions of all 81 atoms, in Å:
Te: -0.99 0.31 0.17  0.03
V: 2.41 0.87 1.38  0.84
O: 3.45 3.40 -1.23  0.00
O: 1.78 -2.21 2.16  0.01
O: 1.57 2.77 1.61  -0.02
O: 2.30 0.82 3.08  -0.02
O: 2.88 1.34 5.19  0.00
O: 2.95 1.53 -0.10  -0.02
O: 3.52 -0.54 1.34  0.01
O: -0.31 1.81 2.08  0.08
O: 0.33 1.95 0.01  0.05
N: 4.27 1.96 1.94  -0.01
N: 0.58 2.11 1.28  0.03
N: 0.94 -0.34 1.13  -0.01
C: -1.43 -1.31 2.92  0.00
C: -3.75 1.82 0.69  0.00
C: 3.03 1.42 4.01  0.00
C: 5.33 0.99 1.60  0.00
C: 0.51 -3.01 -2.40  0.00
C: 4.28 3.12 1.02  0.00
C: 3.52 2.71 -0.26  0.00
C: -1.81 -3.32 -1.95  0.00
C: -2.88 -3.22 3.04  0.00
C: -0.70 -1.32 -1.19  0.00
C: -1.69 1.85 -2.55  0.00
C: -2.10 1.56 -1.24  0.00
C: -2.55 2.57 -3.37  0.00
C: -4.14 2.76 -1.60  0.00
C: -0.82 -3.38 1.82  0.00
C: -3.78 3.02 -2.92  0.00
C: 4.16 2.26 3.37  0.00
C: -2.60 -1.91 3.37  0.00
C: -2.00 -3.95 2.25  0.00
C: 0.78 -1.47 1.78  0.01
C: -0.54 -2.05 2.14  0.00
C: -0.63 -3.80 -2.50  0.00
C: -1.87 -2.10 -1.29  0.00
C: -4.68 3.80 -3.83  0.00
C: -0.35 1.42 -3.10  0.00
C: -3.32 2.05 -0.74  0.00
C: 1.78 -1.00 -1.73  0.00
C: 0.50 -1.78 -1.75  0.00
C: 4.80 -0.40 1.90  0.00
C: -3.18 -1.66 -0.70  0.00
C: -0.60 -5.12 -3.21  0.00
H: 5.29 3.45 0.76  0.00
H: 0.12 2.24 -3.64  0.00
H: -3.47 -0.68 -1.08  0.00
H: -1.03 -5.90 -2.59  0.00
H: 3.90 3.30 3.54  0.00
H: 5.46 -1.17 1.50  0.00
H: 1.44 -3.35 -2.84  0.00
H: -5.09 3.13 -1.23  0.00
H: 2.62 -1.76 1.88  0.00
H: -4.19 4.72 -4.16  0.00
H: -4.91 3.22 -4.72  0.00
H: 2.21 -0.94 -2.73  0.00
H: -4.53 2.53 0.97  0.00
H: -1.18 -0.31 3.24  0.00
H: -4.17 0.81 0.82  0.00
H: 3.74 3.96 1.45  0.00
H: -1.18 -5.07 -4.13  0.00
H: -3.79 -3.68 3.40  0.00
H: -3.97 -2.36 -0.95  0.00
H: -2.24 2.80 -4.38  0.00
H: 5.53 1.06 0.53  0.00
H: -0.10 -3.94 1.23  0.00
H: -3.28 -1.35 4.01  0.00
H: 0.42 -5.40 -3.47  0.00
H: 6.25 1.19 2.15  0.00
H: -5.62 4.06 -3.34  0.00
H: -2.92 1.94 1.38  0.00
H: 2.52 -1.50 -1.09  0.00
H: 0.31 1.13 -2.29  0.00
H: 1.65 0.01 -1.36  0.00
H: -2.22 -4.98 2.00  0.00
H: 5.08 2.05 3.92  0.00
H: -0.46 0.58 -3.79  0.00
H: -2.71 -3.92 -2.01  0.00
H: 4.72 -0.55 2.99  0.00
H: -3.12 -1.61 0.39  0.00

Results
- Expectation value of S²: 0.769
- 2S+1: 2
- Gap between HOMO and LUMO (alpha / beta): 0.271 / 0.237 hartree
- Energy above the lowest of the compared OMol25 structures with the same formula, charge and spin: 179.31 kJ/mol
- Charge: +1
- F_max: 4.527 eV/Å


# C31H37BHfN8S2

A structure of composition C31H37BHfN8S2 (ωB97M-V/def2-TZVPD, OMol25).

Last column: Mulliken charge in e.
Positions of all 80 atoms, in Å:
Hf: 0.21 -0.91 -0.19  -0.07
S: 0.27 -2.00 -2.50  -0.48
S: -1.15 -2.93 0.66  -0.59
N: -2.02 -0.05 -1.83  1.37
N: 3.42 -0.10 -0.46  0.02
N: 1.89 -2.62 -0.02  0.30
N: 1.32 -0.63 1.89  0.11
N: -2.11 -0.16 1.18  1.67
N: 2.26 -0.15 -1.14  0.30
N: 3.15 -2.39 0.41  -0.02
N: 2.67 -0.47 1.92  0.05
C: 3.85 -3.52 0.40  -0.15
C: -2.24 -2.71 4.55  -0.64
C: 1.90 0.36 3.82  -1.61
C: 0.86 -0.13 3.03  0.02
C: -1.55 -2.76 -4.35  -0.77
C: 0.63 2.47 0.06  0.22
C: -1.78 -3.16 3.33  -0.82
C: 4.32 0.63 -1.13  -0.28
C: 3.03 0.13 3.06  -0.06
C: 3.04 -4.54 -0.06  -1.33
C: -2.27 -0.97 -2.93  -0.70
C: 0.31 1.29 0.06  1.47
C: -2.70 -1.41 4.67  -0.94
C: -3.43 -0.86 -3.70  -0.59
C: 1.82 -3.92 -0.30  -0.17
C: -1.58 1.23 -2.44  -1.40
C: 1.10 3.86 0.03  1.73
C: -3.67 -1.71 -4.76  -0.96
C: 1.16 4.33 -1.43  -1.51
C: -2.19 -1.02 2.35  -1.40
C: -1.74 -2.33 2.21  1.01
C: -1.31 -1.90 -3.27  1.31
C: -3.26 -0.51 0.31  -1.45
C: 2.43 0.56 -2.25  -0.22
C: 2.49 3.94 0.66  -1.52
C: -2.20 1.27 1.53  -1.74
C: 3.72 1.11 -2.28  -1.21
C: -2.68 -0.56 3.57  0.25
C: 0.13 4.76 0.82  -1.81
C: -2.72 -2.68 -5.08  -0.64
C: -3.24 0.19 -1.02  -0.79
B: 3.59 -0.97 0.79  -0.01
H: 4.88 -3.52 0.72  0.45
H: -4.16 -0.10 -3.47  0.44
H: -4.18 -0.25 0.84  0.47
H: 2.47 3.58 1.69  0.32
H: -4.12 -0.17 -1.54  0.55
H: 0.90 -4.34 -0.68  0.45
H: 0.17 4.32 -1.89  0.33
H: 0.48 5.79 0.80  0.44
H: 1.55 5.35 -1.48  0.43
H: -3.07 -1.04 5.62  0.40
H: 1.62 0.65 -2.95  0.29
H: 0.07 4.44 1.86  0.33
H: -2.89 -3.37 -5.91  0.38
H: -3.19 1.51 1.93  0.44
H: 1.82 3.68 -2.01  0.22
H: -2.24 -3.37 5.41  0.39
H: 3.20 3.32 0.10  0.20
H: -0.66 1.07 -3.00  0.08
H: -1.43 1.52 2.25  0.43
H: -0.19 -0.16 3.25  0.44
H: -1.37 1.96 -1.66  0.46
H: -3.03 0.45 3.67  0.37
H: -1.41 -4.18 3.22  0.46
H: -0.87 4.72 0.39  0.30
H: 5.32 0.75 -0.75  0.47
H: -2.35 1.61 -3.12  0.43
H: -3.25 -1.58 0.15  0.48
H: -0.80 -3.49 -4.60  0.48
H: -2.01 1.87 0.65  0.16
H: 3.30 -5.58 -0.20  0.42
H: 4.74 -0.96 1.16  -0.15
H: -4.58 -1.62 -5.34  0.39
H: -3.38 1.27 -0.91  0.45
H: 2.85 4.97 0.65  0.45
H: 1.84 0.80 4.80  0.47
H: 4.15 1.73 -3.05  0.47
H: 4.08 0.31 3.26  0.48

Results
- Gap between HOMO and LUMO: 0.301 hartree
- Energy above the lowest of the compared OMol25 structures with the same formula, charge and spin: 15.99 kJ/mol
- F_max: 0.583 eV/Å


# C31H37BrN8O3

A cluster of 8 separate species, C31H37BrN8O3 in total in a non-equilibrium geometry (ωB97M-V/def2-TZVPD, OMol25).

Last column: Mulliken charge in e.
Positions of all 80 atoms, in Å:
Br: 6.56 -3.33 2.53  -0.47
O: 6.67 -3.62 5.27  -0.42
O: 2.51 -2.19 3.66  -0.74
O: 2.99 -4.03 4.75  -0.76
N: 3.82 1.99 0.13  0.10
N: -3.70 1.14 -3.01  0.15
N: -2.07 0.26 1.60  0.17
N: -2.32 3.70 6.02  0.01
N: -0.70 -4.46 -5.68  0.01
N: 2.99 -1.36 -0.60  0.19
N: 4.02 -2.13 5.50  -0.72
N: -0.26 -0.21 -3.83  0.60
C: 0.07 0.86 -4.61  -0.38
C: 1.41 -0.26 0.49  -1.20
C: 5.21 -1.74 4.85  -0.19
C: -1.77 -0.11 -5.45  -0.14
C: -3.86 2.06 -2.01  -0.61
C: 4.19 2.36 -1.13  -0.19
C: 2.48 -1.09 0.64  -0.90
C: 5.19 3.72 0.35  -0.50
C: -3.24 0.95 1.49  -0.48
C: 4.43 2.81 1.04  -0.59
C: -3.27 -0.26 3.39  -0.71
C: 1.27 0.00 -0.91  0.84
C: 1.23 -4.35 -4.60  -0.36
C: -5.20 2.34 -1.91  -0.49
C: 1.08 -5.66 -5.13  -0.56
C: -4.03 2.29 5.96  0.00
C: -4.17 3.13 7.10  -0.81
C: -5.87 1.55 -2.89  -0.69
C: 3.15 -2.80 4.59  0.59
C: -4.01 0.65 2.59  -0.44
C: 6.16 -2.95 4.47  0.37
C: -2.88 2.67 5.32  -0.37
C: -0.12 -5.70 -5.78  -0.50
C: 2.26 -0.69 -1.55  -1.19
C: -0.84 0.95 -5.62  -0.80
C: 5.04 3.43 -1.04  -0.62
C: -3.10 3.99 7.11  -0.47
C: -4.91 0.83 -3.55  -0.22
C: -1.38 -0.81 -4.33  -1.51
C: -2.08 -0.49 2.75  -0.43
C: 0.11 -3.63 -4.95  0.22
H: -4.99 0.12 -4.36  0.34
H: 3.78 -1.95 -0.78  0.19
H: 2.52 -0.77 -2.60  0.50
H: 0.25 -0.51 -3.01  0.12
H: 4.26 2.68 2.09  0.40
H: -2.83 4.78 7.79  0.36
H: -4.69 1.50 5.65  0.46
H: 0.80 0.13 1.28  0.42
H: 0.52 0.63 -1.38  0.56
H: 5.79 4.50 0.78  0.38
H: 5.50 3.95 -1.86  0.38
H: -0.85 1.70 -6.40  0.43
H: -0.17 -2.62 -4.76  -0.11
H: -4.96 3.11 7.83  0.37
H: -4.99 1.05 2.79  0.38
H: -3.58 -0.70 4.32  0.41
H: 3.81 1.82 -1.99  0.28
H: -3.43 1.60 0.65  0.22
H: 5.04 -1.05 3.98  0.11
H: -1.24 -1.11 3.02  0.61
H: -5.65 3.02 -1.21  0.39
H: -2.41 2.29 4.43  0.27
H: -1.48 4.18 5.77  0.19
H: -3.02 2.43 -1.46  0.53
H: 2.92 -1.53 1.54  0.58
H: -2.62 -0.33 -6.07  0.54
H: -6.93 1.53 -3.09  0.38
H: -0.61 -6.50 -6.32  0.39
H: 5.79 -1.14 5.59  0.25
H: 3.19 1.23 0.36  0.38
H: -2.81 0.75 -3.29  0.29
H: 1.77 -6.48 -5.03  0.39
H: -1.31 0.29 0.94  0.23
H: -1.59 -4.20 -6.07  0.21
H: -1.81 -1.68 -3.85  0.52
H: 2.06 -3.97 -4.02  0.42
H: 0.93 1.47 -4.37  0.43

Results
- Gap between HOMO and LUMO: 0.078 hartree
- Charge: -2
- F_max: 2.353 eV/Å